Density functional theory data (ωB97M-V/def2-TZVPD) for C31H43N4O5PS5V as an isolated structure at a distorted geometry.

Each line ends with the Mulliken spin population.
Cartesian coordinates (Å):
V  -0.635  -1.285  -0.442  2.64
C  2.355  -4.728  -0.733  0.00
C  1.240  -3.742  -0.534  0.06
N  1.142  -2.485  -0.961  -0.10
N  2.265  -2.045  -1.611  0.05
C  3.478  -1.792  -1.043  -0.01
N  4.441  -1.352  -1.875  0.00
S  3.688  -1.832  0.592  0.00
C  -0.021  -4.113  0.188  0.10
C  -0.451  -5.400  0.467  -0.01
C  -1.527  -5.616  1.375  0.03
C  -2.059  -4.494  1.940  0.00
C  -1.675  -3.240  1.503  0.07
N  -0.697  -3.119  0.688  -0.02
H  2.079  -5.350  -1.574  0.00
H  3.308  -4.346  -1.059  0.00
H  2.536  -5.227  0.256  0.00
H  2.261  -1.804  -2.574  0.01
H  4.387  -1.222  -2.825  0.00
H  5.356  -1.188  -1.465  0.00
H  0.188  -6.241  0.072  0.00
H  -1.987  -6.530  1.473  0.00
H  -2.867  -4.603  2.576  0.00
H  -2.110  -2.178  1.799  0.02
O  -6.586  -1.778  -1.811  0.00
C  -5.413  -1.634  -1.551  0.00
C  -4.779  -0.975  -0.337  0.01
O  -5.354  -0.599  0.681  -0.01
C  -3.408  -1.211  -0.493  0.05
C  -2.993  -1.771  -1.778  0.04
O  -1.724  -1.851  -2.025  0.00
C  -4.262  -2.067  -2.510  0.00
O  -4.508  -2.663  -3.603  0.01
O  -2.499  -0.895  0.393  -0.04
S  2.843  -3.393  -5.517  0.00
S  3.088  -4.754  -4.098  0.00
S  4.186  -0.197  -4.713  0.00
S  2.575  -1.475  -4.694  0.00
C  -3.265  3.592  1.487  0.00
C  -2.847  2.777  2.686  0.00
C  -1.948  1.570  2.227  0.03
C  -1.071  2.016  1.044  -0.05
C  -2.010  2.312  -0.149  0.07
C  -3.449  2.662  0.300  0.00
P  0.164  0.838  0.447  -0.10
C  1.467  0.789  1.664  0.00
C  1.196  -0.102  2.869  0.05
C  2.048  0.319  4.043  0.00
C  1.856  1.814  4.447  0.00
C  1.490  2.699  3.246  0.00
C  2.147  2.110  1.987  0.01
C  1.055  1.678  -0.971  -0.13
C  0.912  3.267  -1.008  0.00
C  0.517  3.719  -2.370  0.00
C  1.527  3.163  -3.385  0.00
C  1.301  1.608  -3.464  0.01
C  0.521  1.056  -2.286  0.19
H  -2.645  4.379  1.266  0.00
H  -4.274  4.097  1.652  0.00
H  -3.742  2.413  3.127  0.00
H  -2.380  3.390  3.385  0.00
H  -2.561  0.753  1.894  0.01
H  -1.224  1.378  3.102  0.01
H  -0.563  2.970  1.281  0.00
H  -2.119  1.438  -0.807  0.00
H  -1.568  3.112  -0.838  0.00
H  -4.041  1.887  0.660  0.00
H  -3.952  3.238  -0.422  0.00
H  2.277  0.283  1.142  -0.02
H  1.474  -1.102  2.583  0.03
H  0.195  -0.088  3.157  0.02
H  3.072  0.214  3.696  0.00
H  2.031  -0.275  4.954  0.00
H  2.820  2.205  4.858  0.00
H  1.074  1.871  5.225  0.00
H  1.852  3.739  3.340  0.00
H  0.442  2.793  3.016  0.00
H  3.231  2.077  2.151  0.00
H  1.909  2.804  1.219  0.00
H  2.092  1.447  -0.657  0.01
H  1.810  3.789  -0.670  0.00
H  0.079  3.503  -0.358  0.00
H  0.607  4.789  -2.428  0.00
H  -0.457  3.440  -2.631  0.00
H  2.533  3.396  -2.967  0.00
H  1.489  3.628  -4.360  0.00
H  2.259  1.049  -3.581  0.00
H  0.799  1.358  -4.371  0.00
H  0.534  -0.031  -2.237  -0.05
H  -0.527  1.362  -2.376  0.02

2S+1 = 4
energy relative to the best compared isomer or geometry (same formula, charge and spin) = 210.3 kJ/mol
maximum force = 4.1 eV Å⁻¹
net charge = -2
E_HOMO (alpha / beta) = -0.599 / -0.599 eV
HOMO-LUMO gap (alpha / beta) = 4.234 / 4.051 eV